1.
{"formula": "C21H48N4O3S2SbSiSr", "method": "wB97M-V/def2-TZVPD", "homo_energy_ev": -10.875, "e_above_lowest_kcal_mol": 20.8, "orbital_gap_ev": 8.0, "charge": 1, "elements": ["Sr", "C", "C", "N", "N", "C", "S", "N", "N", "H", "H", "H", "H", "H", "H", "C", "C", "C", "C", "O", "Si", "S", "O", "C", "C", "C", "C", "O", "C", "C", "C", "C", "H", "H", "H", "H", "H", "H", "H", "H", "H", "H", "H", "H", "H", "H", "H", "H", "H", "H", "H", "H", "H", "H", "H", "H", "H", "H", "H", "C", "C", "Sb", "C", "C", "C", "C", "H", "H", "H", "H", "H", "H", "H", "H", "H", "H", "H", "H", "H", "H", "H"], "positions_angstrom": [[-0.995, -0.654, -1.125], [-0.078, -6.318, -0.214], [-1.158, -5.641, -0.963], [-2.120, -6.219, -1.600], [-2.858, -5.204, -2.129], [-2.377, -3.993, -1.840], [-2.973, -2.490, -2.294], [-1.277, -4.268, -1.079], [-0.441, -3.282, -0.564], [-0.240, -7.390, -0.274], [-0.077, -6.020, 0.836], [0.901, -6.087, -0.638], [-3.678, -5.400, -2.679], [-0.433, -3.338, 0.453], [0.512, -3.443, -0.878], [2.752, -3.188, 0.331], [2.342, -2.016, 1.224], [1.383, -2.468, 2.320], [3.620, -1.458, 1.845], [1.641, -1.033, 0.393], [1.732, 0.628, 0.729], [0.261, 1.584, -0.353], [3.234, 1.188, 0.419], [3.923, 1.570, -0.784], [3.549, 3.009, -1.121], [5.409, 1.470, -0.465], [3.555, 0.629, -1.928], [1.515, 0.693, 2.350], [1.796, 1.773, 3.274], [1.505, 3.127, 2.643], [3.255, 1.679, 3.702], [0.870, 1.529, 4.459], [3.572, -3.739, 0.790], [3.099, -2.833, -0.642], [1.954, -3.919, 0.203], [1.808, -3.299, 2.884], [0.432, -2.806, 1.895], [1.171, -1.647, 2.999], [4.051, -2.230, 2.483], [3.436, -0.580, 2.453], [4.349, -1.203, 1.078], [3.855, 3.677, -0.317], [2.473, 3.103, -1.263], [4.050, 3.325, -2.037], [5.651, 2.100, 0.390], [6.006, 1.799, -1.316], [5.690, 0.445, -0.226], [2.507, 0.758, -2.204], [3.724, -0.409, -1.637], [4.167, 0.842, -2.804], [2.147, 3.311, 1.782], [1.688, 3.915, 3.374], [0.467, 3.187, 2.320], [3.917, 1.782, 2.843], [3.450, 0.722, 4.188], [3.486, 2.471, 4.414], [-0.172, 1.603, 4.150], [1.051, 2.264, 5.243], [1.040, 0.536, 4.876], [-5.633, 2.840, -3.528], [-4.225, 2.273, -3.635], [-3.444, 1.341, -1.861], [-2.940, 3.057, -0.670], [-3.929, 4.209, -0.660], [-5.268, 0.810, -0.863], [-6.054, -0.307, -1.529], [-5.926, 3.302, -4.472], [-5.714, 3.601, -2.752], [-6.367, 2.066, -3.306], [-3.508, 3.057, -3.891], [-4.174, 1.539, -4.440], [-1.959, 3.387, -1.012], [-2.780, 2.668, 0.339], [-4.023, 4.668, -1.645], [-3.594, 4.988, 0.027], [-4.925, 3.901, -0.337], [-5.862, 1.722, -0.790], [-4.997, 0.533, 0.160], [-6.325, -0.060, -2.557], [-6.982, -0.503, -0.990], [-5.487, -1.238, -1.557]]}

---

2.
{"formula": "C21H49GeIrN2S2Si5Te", "method": "wB97M-V/def2-TZVPD", "homo_energy_ev": [-9.781, -10.378], "e_above_lowest_kcal_mol": 0.0, "multiplicity": 2, "orbital_gap_ev": [6.5, 6.4], "charge": 1, "elements": ["Ir", "S", "C", "C", "N", "C", "S", "C", "N", "C", "Si", "C", "C", "Ge", "Si", "C", "C", "C", "Si", "C", "C", "C", "H", "H", "H", "H", "H", "H", "H", "H", "H", "H", "H", "H", "H", "H", "H", "H", "H", "H", "H", "H", "H", "H", "H", "H", "H", "H", "H", "C", "Si", "C", "C", "C", "Te", "C", "Si", "C", "C", "C", "H", "H", "H", "H", "H", "H", "H", "H", "H", "H", "H", "H", "H", "H", "H", "H", "H", "H", "H", "H", "H", "H"], "positions_angstrom": [[1.496, 0.090, -2.086], [1.285, -2.049, -2.533], [0.379, -2.033, 0.783], [1.733, -2.168, 0.856], [2.902, -2.213, 0.872], [-0.443, -2.414, 1.869], [-2.164, -0.847, -1.307], [-1.802, -2.225, 1.798], [-2.952, -2.059, 1.743], [1.298, -4.595, 3.195], [0.098, -3.204, 3.520], [0.884, -1.874, 4.566], [-1.448, -3.865, 4.330], [-0.156, -1.293, -0.982], [-4.702, -1.662, 1.575], [-5.255, -2.545, 0.049], [-4.757, 0.184, 1.444], [-5.450, -2.326, 3.135], [4.656, -1.850, 0.938], [5.105, -2.048, 2.725], [5.455, -3.085, -0.183], [4.809, -0.107, 0.322], [1.451, -5.126, 4.139], [2.273, -4.252, 2.851], [0.909, -5.312, 2.471], [1.200, -2.283, 5.529], [0.184, -1.060, 4.762], [1.765, -1.448, 4.080], [-1.183, -4.345, 5.274], [-1.942, -4.612, 3.705], [-2.168, -3.077, 4.556], [-4.696, -2.190, -0.818], [-6.319, -2.371, -0.127], [-5.101, -3.621, 0.140], [-4.226, 0.502, 0.546], [-4.289, 0.657, 2.309], [-5.790, 0.534, 1.383], [-5.273, -3.398, 3.234], [-6.531, -2.169, 3.123], [-5.052, -1.826, 4.020], [4.917, -3.068, 3.064], [4.532, -1.364, 3.354], [6.165, -1.838, 2.882], [5.217, -4.103, 0.127], [6.541, -2.973, -0.171], [5.111, -2.956, -1.211], [4.284, 0.603, 0.961], [4.412, -0.027, -0.693], [5.864, 0.177, 0.297], [3.559, 1.550, -3.970], [2.580, 2.944, -3.182], [2.422, 2.604, -1.324], [3.436, 4.576, -3.451], [0.854, 3.035, -3.921], [-0.342, 1.398, -3.241], [-1.176, 2.538, -1.657], [-2.795, 3.417, -2.112], [-2.536, 4.460, -3.646], [-4.110, 2.134, -2.428], [-3.236, 4.500, -0.657], [4.631, 1.726, -3.852], [3.351, 1.427, -5.033], [3.359, 0.584, -3.479], [3.407, 2.501, -0.865], [1.852, 1.703, -0.971], [1.900, 3.413, -0.810], [4.437, 4.581, -3.017], [2.875, 5.405, -3.014], [3.538, 4.772, -4.521], [0.877, 3.031, -5.011], [0.327, 3.939, -3.608], [-0.408, 3.242, -1.336], [-1.361, 1.810, -0.865], [-2.237, 3.864, -4.513], [-1.789, 5.243, -3.496], [-3.474, 4.955, -3.908], [-3.788, 1.391, -3.162], [-5.020, 2.606, -2.803], [-4.357, 1.600, -1.509], [-2.470, 5.256, -0.472], [-3.353, 3.908, 0.253], [-4.179, 5.022, -0.836]]}